Entry 1:
Below is a structure of composition C28H64O36S8 at a distorted geometry, with properties calculated with ωB97M-V with the def2-TZVPD basis set.

Geometry as ORCA input:
```
! wB97M-V def2-TZVPD RIJCOSX def2/J DEFGRID3
* xyz 0 1
C 4.1089 0.6834 4.4248
C 3.1228 1.5299 3.5714
C 3.5540 1.3089 2.1280
S 5.3687 0.9632 2.0497
O 6.1098 2.0648 1.4145
O 5.6846 -0.4173 1.5864
C 5.5736 0.9985 3.8440
H 3.8690 -0.3744 4.3170
H 3.9221 0.8493 5.4858
H 3.2181 2.5959 3.7779
H 2.0916 1.2670 3.8072
H 3.4186 2.0593 1.3492
H 2.9532 0.4989 1.7143
H 5.8560 2.0447 3.9611
H 6.4236 0.4554 4.2571
C 3.0796 -3.5825 -1.7691
C 3.6667 -2.7663 -2.9550
C 2.5440 -1.9577 -3.6295
S 0.9727 -2.9132 -3.4467
O 0.7204 -3.7098 -4.6714
O -0.0541 -2.0948 -2.8273
C 1.6641 -4.0231 -2.1225
H 2.8901 -2.9037 -0.9376
H 3.8473 -4.2719 -1.4179
H 4.1693 -3.4292 -3.6593
H 4.3908 -2.0589 -2.5508
H 2.6247 -1.6752 -4.6791
H 2.4369 -1.0675 -3.0097
H 1.7480 -4.9696 -2.6565
H 0.9828 -3.9935 -1.2722
C -2.7925 4.7199 -4.7562
C -1.3604 4.4256 -5.0954
O -0.6623 4.1930 -3.8753
S -1.5848 4.3377 -2.4802
O -1.3486 5.6719 -1.9643
O -1.3620 3.1714 -1.6299
O -3.0170 4.2900 -3.4043
H -3.4981 4.2453 -5.4381
H -2.9905 5.7867 -4.8606
H -0.9671 5.2611 -5.6745
H -1.0196 3.5712 -5.6802
C -0.6756 6.7489 2.9626
C 0.7003 6.7766 3.6648
O 1.2136 5.4715 3.5058
S 0.5183 4.5912 2.3128
O 0.3683 3.1869 2.7392
O 1.1911 4.8600 1.0911
O -0.8952 5.3979 2.5366
H -0.8012 7.4101 2.1052
H -1.4827 7.0492 3.6307
H 0.5842 6.9591 4.7331
H 1.4243 7.4482 3.2035
C -1.9793 -5.3690 -2.8013
C -2.6063 -3.9205 -2.7849
O -3.9248 -4.2632 -2.4863
S -3.9960 -5.5620 -1.4755
O -4.8110 -6.5747 -2.0966
O -4.3886 -5.1844 -0.1259
O -2.4109 -5.8227 -1.5554
H -0.8902 -5.3243 -2.8036
H -2.3610 -5.9140 -3.6647
H -2.6796 -3.5591 -3.8106
H -2.2031 -3.1984 -2.0748
C -3.3272 0.5334 -4.5138
C -3.2345 0.9626 -5.9185
O -1.8417 1.0066 -6.2883
S -0.9238 0.0477 -5.2864
O 0.0038 0.9646 -4.6249
O -0.3749 -1.1075 -5.9894
O -2.2481 -0.3306 -4.3371
H -4.3281 0.1025 -4.4860
H -3.2095 1.3679 -3.8225
H -3.8178 1.8702 -6.0736
H -3.8556 0.3728 -6.5926
C 2.9020 -4.6325 2.5344
C 2.2260 -3.2689 2.5157
O 3.2072 -2.3151 2.8337
S 4.6164 -3.0015 3.4454
O 4.9388 -2.4779 4.7618
O 5.6036 -3.1127 2.4034
O 3.9215 -4.4788 3.5709
H 3.3025 -4.9731 1.5796
H 2.1572 -5.3604 2.8562
H 1.3886 -3.2457 3.2131
H 1.8241 -3.0223 1.5330
C 1.9091 2.8080 -2.9361
C 2.0449 3.6139 -1.6670
O 2.9552 2.9706 -0.8161
S 4.1287 2.1692 -1.6738
O 4.0871 0.7105 -1.3875
O 5.3629 2.8937 -1.6856
O 3.2783 2.3049 -3.0909
H 1.6050 3.4823 -3.7368
H 1.1410 2.0348 -2.9176
H 1.1207 3.6989 -1.0953
H 2.4305 4.6288 -1.7639
C -4.1809 -0.0562 0.4283
C -5.3646 -0.2120 1.2967
O -5.0113 -0.3818 2.6606
O -3.6372 -1.2995 0.0259
H -3.3590 0.4796 0.9032
H -4.6259 0.3559 -0.4773
H -5.8603 -1.0657 0.8346
H -6.0814 0.6011 1.1823
H -4.5401 -1.2114 2.7675
H -2.7474 -1.1311 -0.2927
C -2.5703 1.6660 3.6792
C -2.1573 0.7976 4.8734
O -2.6964 -0.4971 4.7960
O -3.9365 1.9349 3.9319
H -2.4978 1.1393 2.7277
H -1.9303 2.5462 3.6187
H -2.3043 1.2173 5.8685
H -1.0731 0.7107 4.8019
H -2.6848 -0.8378 5.6935
H -4.2512 1.0288 3.8927
C -1.4751 -3.2030 2.1369
C -1.5297 -3.3010 3.6462
O -0.9458 -4.5399 4.0455
O -2.3591 -4.1924 1.6679
H -0.4305 -3.4295 1.9233
H -1.8762 -2.2352 1.8360
H -2.5487 -3.1139 3.9849
H -0.9512 -2.5149 4.1315
H -1.3163 -5.2312 3.4920
H -3.1674 -3.7583 1.3853
C -0.0819 0.2880 -0.6640
C 0.0180 0.5531 0.8469
O 0.5627 -0.6199 1.3599
O -1.1530 -0.5894 -0.9128
H 0.8605 -0.1146 -1.0353
H -0.2107 1.2534 -1.1533
H -0.9418 0.7667 1.3173
H 0.6818 1.3966 1.0368
H 0.1190 -1.3310 0.8918
H -0.9885 -1.0765 -1.7236
*
```

Orbital gap (eV): 9.3

***

Entry 2:
Below is a structure of composition C20H31InO3 at a distorted geometry, with properties calculated with ωB97M-V with the def2-TZVPD basis set.

Geometry as ORCA input:
```
! wB97M-V def2-TZVPD RIJCOSX def2/J DEFGRID3
* xyz 0 1
O 0.8428 0.4043 -3.5522
C 0.7510 1.5949 -4.4011
C 0.5924 0.7975 -5.6905
H 1.6795 2.1757 -4.3490
H -0.1317 2.2030 -4.1398
C 0.6780 -0.4261 -4.7364
H 1.4380 0.9059 -6.3746
H -0.3720 0.9478 -6.1745
C 1.9316 -1.2530 -4.9689
H 2.8346 -0.6246 -4.8930
H 1.8849 -1.6971 -5.9723
H 1.9703 -2.0760 -4.2423
C -0.5735 -1.2739 -4.6742
H -1.4529 -0.6659 -4.4260
H -0.4284 -2.0749 -3.9380
H -0.7349 -1.7312 -5.6595
In 0.3264 0.1673 2.4242
C -2.5245 -0.9660 3.9939
C -2.0526 0.3537 4.0181
C -1.9924 0.8404 2.6538
H -1.8628 0.9547 4.9044
C -2.5401 -0.2217 1.8160
C -2.8135 -1.3281 2.6436
H -3.1930 -2.2941 2.3083
H -2.6870 -1.5959 4.8685
H -1.9167 1.8905 2.3702
H -2.7449 -0.1297 0.7468
C 1.1659 -2.2192 4.3751
C 0.1220 -2.7790 3.5929
C 0.4066 -2.5834 2.2336
H -0.7372 -3.3066 3.9861
C 1.6215 -1.7908 2.1484
C 2.1207 -1.6542 3.5016
H 3.0988 -1.2681 3.7779
H 1.2300 -2.2754 5.4567
H -0.1562 -2.9962 1.4010
H 2.1999 -1.5809 1.2552
O 1.0633 0.9009 -0.9271
C -0.2478 0.3552 -1.1591
C -1.2884 1.4808 -1.2021
H -0.5084 -0.4446 -0.4367
H -0.1757 -0.1022 -2.1422
C -0.4510 2.7831 -1.1475
H -1.9464 1.4052 -0.3164
H -1.9118 1.4045 -2.1024
C 0.8899 2.2895 -0.5634
H -0.9200 3.5707 -0.5607
H -0.3543 3.1848 -2.1602
H 0.8144 2.3609 0.5467
H 1.8108 2.8377 -0.8486
C 1.0471 1.0749 5.3915
O 0.9081 1.2533 4.0006
H 2.1074 0.9788 5.6715
H 0.5028 0.2286 5.8473
H 0.6798 2.0145 5.8252
*
```

Energy relative to the best compared isomer or geometry (same formula, charge and spin) (kJ/mol): 0.0
Orbital gap (eV): 6.6

***

Entry 3:
Below is the ion C3H2BrO2S with charge -1 at a distorted geometry, with properties calculated with ωB97M-V with the def2-TZVPD basis set.

Geometry as ORCA input:
```
! wB97M-V def2-TZVPD RIJCOSX def2/J DEFGRID3
* xyz -1 1
C -1.4209 -0.0483 -0.9362
C -0.6383 0.8467 0.3836
C -1.2598 -0.5350 0.2835
O 1.7328 1.1811 1.5178
O 1.6617 0.9727 -0.9954
S 1.1060 0.5934 0.2962
Br 1.7115 -1.6873 0.4995
H -1.9312 0.0978 -1.8961
H -0.9617 -1.4210 0.8472
*
```

Energy relative to the best compared isomer or geometry (same formula, charge and spin) (kJ/mol): 188.5
Orbital gap (alpha / beta) (eV): 7.1 / 7.1

***

no.,total energy (Eh),molecular weight (u)
1,-6999.0452,1233.3
2,-1196.3220,434.3
3,-3238.0775,182.0